No. 1
Entry from OMol25: a structure of composition C29H43GeN7O3SSc (ωB97M-V/def2-TZVPD).

CARTESIAN COORDINATES (ANGSTROEM)
Ge 12.65035 9.69387 17.88893
Sc 14.70731 12.01129 15.44563
S 12.62002 15.06992 18.52470
O 14.07960 11.19334 8.95863
O 13.95901 11.90382 13.61850
O 14.94630 9.92763 15.16049
N 13.59094 13.17328 16.73685
N 16.94940 11.72726 15.65907
N 15.66976 13.90562 14.72066
N 17.88017 11.49784 22.72570
N 19.28226 11.79712 15.28797
N 17.10868 15.47859 13.73026
N 17.96330 13.53731 14.58125
C 16.14634 10.80928 20.93696
C 11.76887 6.75731 17.93718
C 15.22452 10.97525 18.73609
C 16.83347 14.31001 14.36397
C 12.75454 7.81996 17.37898
C 14.19226 10.08298 19.04123
C 15.14448 9.89504 21.26989
C 10.82120 6.17745 16.86564
C 15.13433 9.08974 11.62702
C 14.89684 9.55513 10.37650
C 9.76483 10.18389 18.90182
C 18.02417 12.30872 15.22018
C 7.60428 10.24854 17.58534
C 15.52061 7.87495 14.27286
C 13.98180 11.61418 11.32134
C 14.86121 9.84827 12.77949
C 13.39727 12.42433 8.67140
C 9.07744 10.63041 17.61145
C 14.27498 11.15319 12.61301
C 11.26052 10.54802 18.96114
C 13.18548 13.98303 17.50127
C 16.19484 11.33556 19.64757
C 20.50898 12.59591 15.16912
C 15.07898 9.29586 14.07815
C 17.11555 11.20381 21.91978
C 14.19142 9.54099 20.32989
C 9.86786 7.22745 16.28013
C 19.47488 10.38338 15.62376
C 14.29601 10.83824 10.22755
H 15.11221 8.99200 9.48591
H 16.95883 12.05008 19.38543
H 20.41510 10.05535 15.19404
H 20.93489 12.54508 14.16260
H 13.78552 7.57348 17.64988
H 13.53021 12.58712 11.23850
H 18.77898 13.81884 14.07197
H 16.48735 7.71339 13.79921
H 15.58800 7.68812 15.34036
H 13.34869 12.48324 7.58419
H 9.23410 7.61875 17.06721
H 12.34469 5.93197 18.36075
H 20.32850 13.62766 15.47389
H 10.24739 5.35945 17.31669
H 13.40112 8.85774 20.62189
H 12.38478 12.40402 9.08429
H 18.03743 15.87056 13.77294
H 11.16181 7.18606 18.73334
H 17.18078 10.87700 16.15491
H 12.73236 7.80654 16.28801
H 9.23946 6.81258 15.49647
H 15.55924 8.11073 11.73924
H 14.81350 7.19885 13.81090
H 15.11920 9.48930 22.26971
H 14.94876 14.60810 14.56564
H 9.17217 11.71397 17.50166
H 11.42891 5.75743 16.06917
H 18.68404 9.76969 15.17552
H 10.44269 8.05118 15.84890
H 11.37467 11.61408 18.74048
H 16.37091 16.14988 13.60717
H 13.97198 13.26041 9.05793
H 11.61261 10.42644 19.98570
H 19.48762 10.21339 16.70309
H 21.25235 12.17804 15.85347
H 7.08393 10.72918 18.40463
H 7.45232 9.17428 17.69302
H 15.25429 11.46083 17.75435
H 12.87547 10.51005 16.59340
H 9.63497 9.10352 19.01036
H 9.60064 10.17658 16.76245
H 9.25679 10.65520 19.74563
H 7.14690 10.54434 16.64861

Atoms 1-2, force components in eV/Å:
0.0 0.4 0.0
0.3 0.1 -0.5

total charge = +1
HOMO level = -10.69 eV
2S+1 = 1
E_tot = -4975.68659 hartree
relative energy (zero: lowest compared OMol25 entry of this formula, charge and spin) = 0.0 kcal/mol
gap between HOMO and LUMO = 0.2932 Eh

No. 2
Entry from OMol25: the molecule C4H14N5OPS (ωB97M-V/def2-TZVPD).

CARTESIAN COORDINATES (ANGSTROEM)
S -0.33767 2.86401 -0.06792
P -0.95775 0.97974 0.08829
O 2.59972 -1.86560 -0.44828
N -1.31796 1.09513 2.87453
N 0.20966 -0.26192 -0.12285
N -1.61995 0.56611 1.64883
N -1.97208 0.46406 -1.12619
N -2.88406 1.41812 -1.61425
C 1.77544 -1.87501 0.72996
C 1.14404 -0.47487 1.00297
C 1.06910 -0.14946 -1.31669
C 1.87254 -1.47014 -1.60873
H 1.95574 0.25200 0.94544
H 0.86881 -2.45758 0.53361
H -2.19658 -0.58000 -1.28772
H -1.44058 -0.43965 1.63891
H 1.05725 -2.12719 -1.80965
H -2.52263 2.24843 -1.24799
H 0.70451 -0.52628 1.98435
H -2.72630 1.68021 -2.57950
H 2.49137 -2.25082 1.39250
H -2.06705 1.70724 3.09599
H 1.81558 0.68482 -1.12313
H 2.60740 -1.32009 -2.55276
H -0.48018 1.58768 3.09891
H 0.35162 0.25107 -2.12862

Atoms 1-2, force components in eV/Å:
-0.7 -1.4 0.2
1.1 0.2 0.5

HOMO level = -8.87 eV
2S+1 = 1
SMILES string = NNP(=S)(NN)N1CCOCC1
E_tot = -1249.30000 hartree
gap between HOMO and LUMO = 0.3529 Eh

No. 3
Entry from OMol25: the molecule C3H7NOS2 (ωB97M-V/def2-TZVPD).

CARTESIAN COORDINATES (ANGSTROEM)
S 1.60051 1.31402 -1.49314
S -1.12900 0.56141 0.29455
O -0.85807 -2.39785 0.00272
N 0.38895 -1.79418 -0.06114
C 0.35115 -0.50210 0.05364
C 1.54939 0.36695 0.17341
C -2.02129 0.33386 1.89800
H -2.64558 1.28249 1.92549
H -2.40882 -0.85789 1.95920
H -1.29483 0.42531 2.70256
H 0.61674 2.25738 -1.33012
H -0.53823 -3.26758 0.02638
H 2.42059 -0.35759 0.45782
H 1.17233 1.06081 1.09198

Atoms 1-2, force components in eV/Å:
0.5 -0.1 1.0
-0.6 0.0 -0.8

HOMO level = -8.88 eV
2S+1 = 1
SMILES string = CS/C(CS)=N\O
E_tot = -1044.74073 hartree
relative energy (zero: lowest compared OMol25 entry of this formula, charge and spin) = 101.4 kcal/mol
gap between HOMO and LUMO = 0.3474 Eh

What is the formula in the second record? C4H14N5OPS